# 1
C4H8O2S | ωB97M-V/def2-TZVPD

Last column: natural (NBO) charge in e.
Geometry (Å):
C -0.430 -2.351 0.263  -0.623
S -0.064 -0.839 -0.028  1.125
C 0.215 0.485 -1.313  -0.701
C -1.074 0.125 1.143  -0.735
O 1.616 -0.192 1.114  -0.758
C 2.671 0.176 0.576  0.665
O 2.992 0.231 -0.585  -0.698
H 0.178 -3.096 -0.344  0.207
H -0.546 0.263 -2.030  0.228
H -0.165 1.305 -0.765  0.230
H 1.144 0.531 -1.672  0.279
H -0.454 0.981 1.270  0.239
H -1.891 0.381 0.379  0.220
H -1.388 -0.388 2.062  0.275
H 3.501 0.567 1.368  0.046

As for the electronic energy: -19201.910 eV. The calculation puts the HOMO energy at -8.9 eV. The largest force on an atom comes out at 4.620 eV/A. As for the net charge: 0. The SMILES is C#S(C)(C)OC=O. As for the frontier orbital gap: 8.6 eV. The calculation puts the energy above the lowest of the compared OMol25 structures with the same formula, charge and spin at 6.4883 eV. Its LUMO energy is -0.32 eV.



# 2
C42H95O8PSi2 | ωB97M-V/def2-TZVPD

Last column: Löwdin charge in e.
Geometry (Å):
C -5.872 -4.018 2.365  -0.049
C -4.673 -3.493 2.348  -0.224
Si -3.606 -3.757 0.818  0.548
C -3.993 -2.456 -0.534  -0.255
O -4.498 -1.237 -0.013  -0.257
C -5.912 -1.198 0.028  -0.108
O -1.969 -3.953 1.115  -0.237
Si -1.272 -2.756 2.086  0.456
C -1.686 -2.978 3.942  -0.202
C -1.910 -4.489 4.185  -0.246
C -1.638 -4.941 5.653  -0.172
C -2.913 -4.682 6.505  -0.204
C -3.717 -5.957 6.849  -0.208
C -4.617 -6.483 5.699  -0.207
C -4.689 -8.043 5.640  -0.244
C -4.915 -8.465 4.159  -0.115
C 0.613 -3.083 1.981  -0.152
C 0.905 -4.506 1.435  -0.222
O 0.591 -4.724 0.058  -0.027
C 1.243 -3.907 -0.765  -0.426
O 2.366 -3.824 -0.804  0.148
O -1.543 -1.178 1.552  -0.174
C -2.501 -0.550 2.398  -0.280
C -1.907 0.141 3.657  -0.213
C -0.386 0.424 3.584  -0.087
P -4.285 -5.720 -0.063  0.424
O -3.280 -6.278 -0.955  -0.298
O -4.473 -6.747 1.216  -0.166
O -5.746 -5.607 -0.783  -0.171
H -6.313 -4.546 1.525  0.053
H -6.467 -3.916 3.270  0.074
H -4.408 -2.913 3.228  0.058
H -4.701 -2.915 -1.248  0.081
H -3.087 -2.244 -1.119  0.101
H -6.392 -2.147 -0.227  0.085
H -6.198 -0.948 1.064  0.089
H -6.282 -0.360 -0.580  0.090
H -0.790 -2.634 4.482  0.085
H -2.507 -2.334 4.275  0.052
H -2.884 -4.858 3.855  0.073
H -1.163 -5.023 3.568  0.090
H -0.760 -4.398 6.016  0.105
H -1.453 -6.021 5.661  0.108
H -3.611 -3.958 6.066  0.108
H -2.577 -4.252 7.461  0.103
H -3.082 -6.787 7.186  0.100
H -4.366 -5.704 7.700  0.107
H -4.309 -6.141 4.702  0.074
H -5.648 -6.134 5.857  0.111
H -3.753 -8.468 6.017  0.095
H -5.536 -8.435 6.216  0.102
H -5.602 -7.733 3.707  0.063
H -3.963 -8.413 3.623  0.071
H -5.380 -9.449 4.061  0.069
H 1.098 -2.263 1.440  0.087
H 1.020 -3.058 3.004  0.087
H 0.356 -5.266 1.999  0.111
H 1.975 -4.726 1.567  0.122
H 0.633 -3.319 -1.467  0.156
H -3.315 -1.211 2.719  0.077
H -2.976 0.242 1.810  0.093
H -2.441 1.089 3.801  0.103
H -2.082 -0.445 4.571  0.088
H -0.176 1.213 4.322  0.074
H -0.064 0.798 2.611  0.076
H 0.186 -0.445 3.926  0.062
H -4.363 -6.249 2.023  0.008
H -5.658 -5.625 -1.732  0.067
C -2.973 1.815 -0.486  -0.109
C -2.518 3.140 -1.098  -0.260
C -1.497 3.897 -0.246  -0.219
C -2.018 4.285 1.141  -0.224
C -3.304 5.117 1.187  -0.266
C -3.255 6.512 0.563  -0.110
H -3.473 1.969 0.472  0.059
H -3.681 1.318 -1.150  0.069
H -2.130 1.137 -0.328  0.077
H -3.396 3.765 -1.282  0.098
H -2.069 2.946 -2.076  0.104
H -1.171 4.785 -0.796  0.095
H -0.598 3.286 -0.113  0.109
H -1.225 4.826 1.666  0.108
H -2.193 3.370 1.717  0.091
H -3.577 5.243 2.238  0.103
H -4.113 4.550 0.718  0.096
H -2.502 7.144 1.040  0.068
H -4.224 6.995 0.695  0.069
H -3.048 6.487 -0.508  0.063
C 1.138 7.593 -1.916  -0.113
C 0.443 8.385 -0.818  -0.268
C -0.744 9.180 -1.347  -0.235
C -0.379 10.237 -2.390  -0.230
C 0.646 11.273 -1.932  -0.271
C 0.164 12.120 -0.758  -0.112
H 1.545 8.253 -2.683  0.066
H 1.968 7.013 -1.508  0.065
H 0.443 6.899 -2.393  0.074
H 1.162 9.045 -0.325  0.101
H 0.089 7.693 -0.048  0.095
H -1.259 9.654 -0.506  0.101
H -1.476 8.497 -1.791  0.104
H -1.295 10.754 -2.694  0.110
H -0.002 9.744 -3.291  0.100
H 0.865 11.937 -2.773  0.104
H 1.590 10.787 -1.672  0.098
H -0.754 12.652 -1.013  0.074
H 0.919 12.861 -0.491  0.068
H -0.025 11.512 0.128  0.064
C 8.595 -5.555 -3.929  -0.114
C 7.208 -6.125 -4.213  -0.271
C 6.100 -5.067 -4.232  -0.229
C 5.879 -4.332 -2.908  -0.227
C 5.568 -5.244 -1.728  -0.268
C 4.281 -6.035 -1.907  -0.109
H 8.646 -5.094 -2.941  0.065
H 9.344 -6.349 -3.960  0.068
H 8.868 -4.807 -4.670  0.071
H 6.976 -6.906 -3.485  0.097
H 7.232 -6.613 -5.192  0.102
H 5.167 -5.547 -4.543  0.099
H 6.324 -4.327 -5.005  0.107
H 5.060 -3.618 -3.038  0.110
H 6.762 -3.731 -2.666  0.101
H 5.480 -4.632 -0.827  0.104
H 6.399 -5.933 -1.551  0.097
H 3.428 -5.376 -2.039  0.047
H 4.093 -6.652 -1.027  0.075
H 4.339 -6.700 -2.771  0.067
C 3.551 4.788 -4.059  -0.114
C 4.786 3.899 -4.083  -0.270
C 6.078 4.697 -3.902  -0.229
C 6.364 5.729 -4.998  -0.232
C 6.437 5.176 -6.417  -0.276
C 7.565 4.176 -6.611  -0.115
H 3.557 5.506 -4.881  0.066
H 2.648 4.183 -4.156  0.070
H 3.488 5.342 -3.121  0.066
H 4.809 3.321 -5.010  0.100
H 4.713 3.169 -3.272  0.105
H 6.915 3.996 -3.828  0.100
H 6.042 5.219 -2.941  0.108
H 7.310 6.227 -4.764  0.109
H 5.599 6.510 -4.967  0.099
H 6.590 6.011 -7.107  0.104
H 5.485 4.718 -6.699  0.099
H 8.531 4.629 -6.378  0.075
H 7.594 3.833 -7.647  0.069
H 7.437 3.298 -5.979  0.064

As for the electronic energy: -86523.902 eV. The calculation puts the HOMO energy at -9.4 eV. The largest force on an atom comes out at 8.050 eV/A. As for the net charge: 0. As for the frontier orbital gap: 9.8 eV. The calculation puts the energy above the lowest of the compared OMol25 structures with the same formula, charge and spin at 1.4325 eV. Its LUMO energy is 0.47 eV.